# 1
{
  "formula": "C30H17Cl64N4O3P",
  "method": "wB97M-V/def2-TZVPD",
  "species": ["C", "O", "C", "C", "C", "N", "C", "O", "C", "C", "O", "C", "C", "N", "P", "N", "C", "C", "C", "N", "C", "C", "H", "H", "H", "H", "H", "H", "H", "H", "H", "H", "H", "H", "H", "H", "H", "H", "H", "C", "Cl", "Cl", "Cl", "Cl", "C", "Cl", "Cl", "Cl", "Cl", "C", "Cl", "Cl", "Cl", "Cl", "C", "Cl", "Cl", "Cl", "Cl", "C", "Cl", "Cl", "Cl", "Cl", "C", "Cl", "Cl", "Cl", "Cl", "C", "Cl", "Cl", "Cl", "Cl", "C", "Cl", "Cl", "Cl", "Cl", "C", "Cl", "Cl", "Cl", "Cl", "C", "Cl", "Cl", "Cl", "Cl", "C", "Cl", "Cl", "Cl", "Cl", "C", "Cl", "Cl", "Cl", "Cl", "C", "Cl", "Cl", "Cl", "Cl", "C", "Cl", "Cl", "Cl", "Cl", "C", "Cl", "Cl", "Cl", "Cl", "C", "Cl", "Cl", "Cl", "Cl"],
  "positions_angstrom": [[2.4872, -3.6637, 1.3994], [1.1784, -3.2219, 1.0626], [1.0991, -2.0470, 0.3256], [0.6554, -0.7826, 1.1300], [1.2052, -0.8812, 2.5030], [1.7956, -1.0503, 3.4738], [1.3452, 0.4125, 0.4725], [1.1432, 1.6060, 1.2107], [1.7890, 2.6697, 0.6627], [2.3612, 3.7144, 1.5890], [1.8659, 2.7858, -0.5322], [-0.9194, -0.6093, 1.2202], [-1.2600, 0.0765, 2.4797], [-1.4306, 0.7717, 3.3782], [-1.8229, -2.2466, 1.3141], [-1.4521, -2.9324, 2.6797], [-1.4684, 0.2369, 0.0737], [-1.8990, -0.3416, -1.1199], [-2.3369, 0.5038, -2.1185], [-2.4049, 1.8197, -2.0876], [-2.0328, 2.3765, -0.9335], [-1.5758, 1.6181, 0.1243], [3.2944, -3.1018, 0.9244], [2.6455, -3.6667, 2.4796], [2.5587, -4.7063, 1.0765], [0.3300, -2.2109, -0.4386], [2.0120, -1.7928, -0.2204], [1.0447, 0.4711, -0.5771], [2.4202, 0.2061, 0.4696], [1.9847, 3.5736, 2.6002], [3.4443, 3.5997, 1.5722], [2.0923, 4.6771, 1.1639], [-1.5216, -3.0263, 0.1747], [-3.1928, -1.9230, 1.2414], [-1.0279, -3.8252, 2.4514], [-1.8773, -1.4138, -1.2570], [-2.6560, 0.0188, -3.0514], [-2.0716, 3.4545, -0.8445], [-1.2715, 2.1269, 1.0309], [4.3429, -7.5093, -0.5498], [4.4845, -6.0299, 0.4104], [4.0557, -7.0790, -2.2409], [5.8374, -8.4428, -0.4243], [2.9869, -8.4711, 0.0424], [1.7905, 3.1619, -4.4033], [1.5466, 3.4820, -6.1266], [0.3297, 2.4416, -3.7264], [3.1477, 2.0466, -4.1994], [2.1453, 4.6764, -3.5677], [-1.1415, -7.6704, 0.4844], [-1.2831, -6.0797, 1.2424], [-0.4230, -8.8075, 1.6276], [-2.7516, -8.2414, 0.0247], [-0.1149, -7.5556, -0.9479], [-5.8564, -3.7499, 2.2664], [-7.2390, -4.8222, 2.0185], [-5.7984, -3.2354, 3.9515], [-4.3642, -4.6072, 1.8620], [-6.0223, -2.3299, 1.2191], [7.4941, 1.9285, -4.6894], [7.4986, 3.4338, -3.7597], [7.0269, 2.2640, -6.3558], [9.1085, 1.2138, -4.6591], [6.3360, 0.7980, -3.9745], [-3.1001, 4.2304, 5.1067], [-2.9724, 3.8107, 3.3959], [-4.5302, 5.2381, 5.3581], [-3.2378, 2.7599, 6.0701], [-1.6480, 5.1183, 5.5949], [-5.3953, -2.5164, -3.7639], [-5.7887, -2.5244, -5.4799], [-4.2091, -1.2333, -3.3669], [-6.8677, -2.2284, -2.8319], [-4.7081, -4.0822, -3.3119], [-2.2158, -8.6111, -4.2539], [-2.4057, -6.9935, -3.5656], [-1.4789, -9.6994, -3.0682], [-3.8034, -9.2364, -4.7129], [-1.1825, -8.5187, -5.6844], [-1.8831, -12.8371, 2.6028], [-1.5283, -12.3426, 4.2621], [-0.4902, -13.6955, 1.9335], [-3.2925, -13.9039, 2.5942], [-2.2148, -11.4043, 1.6244], [-3.6738, 7.3985, 8.7408], [-3.1523, 5.7114, 8.7439], [-5.4381, 7.4680, 8.6222], [-3.1516, 8.1811, 10.2370], [-2.9629, 8.2353, 7.3565], [6.3439, -1.3096, -8.9852], [5.0122, -2.4536, -9.1883], [6.4991, -0.8788, -7.2801], [7.8474, -2.0491, -9.5468], [6.0164, 0.1492, -9.9292], [11.3027, 5.9329, -3.2390], [9.9600, 4.7991, -3.4560], [11.4593, 6.3416, -1.5260], [12.8021, 5.1873, -3.8063], [10.9872, 7.4026, -4.1685], [3.4248, 7.5515, 2.8000], [3.3263, 7.8290, 1.0564], [1.8785, 6.9243, 3.3799], [4.7019, 6.3752, 3.1373], [3.7947, 9.0715, 3.6185], [-2.7667, 0.3299, -7.5906], [-3.2134, -0.3865, -6.0364], [-2.2983, -0.9509, -8.7166], [-4.1489, 1.2145, -8.2462], [-1.4098, 1.4386, -7.3582], [-1.0823, 9.6461, 3.7729], [-1.3819, 7.9309, 4.0734], [-0.7748, 9.8998, 2.0506], [-2.4983, 10.5818, 4.2668], [0.3237, 10.1687, 4.7062], [-8.8897, 5.3671, 6.2761], [-9.1868, 3.6502, 6.5694], [-8.5646, 5.6245, 4.5580], [-10.3108, 6.3026, 6.7552], [-7.4902, 5.8937, 7.2209]],
  "atomic_forces_ev_per_a": [[0.04, -0.93, 0.34], [0.37, 0.32, -0.16], [-0.74, 0.33, -0.42], [0.08, 0.03, 0.98], [0.43, -0.61, -0.19], [-0.19, 0.21, -0.11], [0.23, -0.44, -0.48], [0.47, -0.05, 0.58], [-0.17, 0.76, -0.88], [-0.65, -0.81, 0.12], [0.26, -0.25, -0.05], [-0.56, 0.48, -0.50], [0.28, 0.32, -0.10], [-0.17, -0.32, 0.00], [0.39, -0.92, 1.94], [-0.24, -0.05, -0.83], [-0.32, -0.05, -0.83], [0.47, 0.19, 0.87], [-0.19, -0.77, -1.35], [-0.02, 0.32, 0.32], [0.09, -0.44, -0.19], [0.32, 0.48, 1.15], [-0.21, 0.20, -0.10], [-0.15, 0.33, 0.00], [-0.11, 0.33, 0.00], [0.14, 0.13, -0.12], [0.18, -0.22, 0.19], [-0.20, 0.34, 0.10], [-0.04, -0.05, 0.03], [0.09, 0.21, 0.04], [0.02, 0.05, 0.05], [0.08, 0.11, 0.17], [-0.21, 0.45, -0.16], [0.22, 0.46, -0.52], [0.27, 0.01, 0.52], [-0.10, 0.01, -0.28], [0.72, 0.86, 0.38], [-0.06, 0.02, -0.11], [-0.09, 0.03, -0.02], [0.04, -0.07, -0.03], [0.26, -0.29, -0.12], [0.00, 0.01, 0.01], [-0.04, 0.03, 0.00], [0.16, 0.00, 0.07], [-0.02, -0.05, 0.12], [0.01, -0.01, -0.01], [-0.06, 0.03, -0.02], [0.01, 0.06, -0.04], [0.00, -0.03, -0.04], [0.07, -0.04, -0.05], [0.00, -0.01, -0.01], [0.18, 0.34, -0.02], [0.00, 0.03, 0.03], [-0.06, 0.20, 0.19], [0.00, -0.03, 0.04], [0.02, 0.02, -0.01], [0.01, 0.01, -0.06], [-0.11, -0.05, -0.03], [-0.01, -0.01, -0.02], [0.00, 0.04, -0.07], [-0.58, -0.38, -0.07], [0.03, 0.22, 0.08], [-0.03, 0.01, 0.01], [0.05, -0.07, 0.03], [-0.02, -0.08, 0.00], [-0.03, 0.04, -0.03], [0.04, 0.02, -0.02], [0.01, 0.05, -0.02], [0.02, -0.11, 0.00], [-0.06, -0.03, 0.13], [0.06, 0.05, 0.08], [-1.17, -1.04, -0.07], [0.06, 0.01, 0.03], [0.02, 0.03, 0.01], [-0.02, -0.11, -0.03], [0.01, -0.02, -0.02], [-0.12, -0.02, -0.22], [0.02, 0.01, 0.01], [-0.01, 0.01, 0.03], [-0.05, -0.03, -0.03], [0.00, 0.00, -0.03], [-0.02, 0.02, 0.01], [0.03, 0.02, 0.00], [-0.17, -0.32, 0.04], [0.08, -0.03, -0.01], [-0.05, 0.04, 0.09], [0.28, 0.22, 0.19], [-0.03, -0.01, -0.03], [-0.02, -0.02, 0.02], [0.01, -0.02, 0.02], [0.02, 0.02, 0.00], [-0.05, -0.20, -0.06], [-0.03, 0.02, 0.01], [0.00, -0.01, 0.01], [0.02, -0.03, 0.01], [0.58, 0.39, 0.06], [0.00, -0.01, -0.03], [-0.03, 0.01, 0.01], [0.00, -0.03, 0.02], [0.00, -0.01, 0.00], [0.00, -0.02, 0.02], [0.03, 0.05, 0.00], [-0.01, 0.01, -0.01], [0.00, -0.04, -0.02], [0.09, 0.04, -0.01], [0.20, 0.22, -0.38], [-0.01, 0.02, 0.02], [0.02, -0.02, 0.01], [-0.03, -0.04, 0.02], [0.02, 0.00, -0.05], [-0.07, 0.11, 0.00], [0.01, -0.01, 0.04], [0.02, -0.02, 0.00], [-0.03, -0.01, 0.00], [-0.02, -0.03, 0.01], [0.01, 0.03, -0.01], [0.01, 0.00, 0.03], [0.03, -0.01, -0.01], [-0.29, -0.19, -0.22]],
  "gap_ev": 8.7,
  "e_tot_ha": -31391.419950,
  "max_force_ev_per_a": 2.18
}

***

# 2
{
  "formula": "H2N3O2S",
  "method": "wB97M-V/def2-TZVPD",
  "species": ["N", "N", "O", "N", "O", "S", "H", "H"],
  "positions_angstrom": [[1.3047, -0.1555, 0.1436], [0.2050, 0.4607, -0.4332], [0.1296, 2.1077, -0.2400], [-0.9861, -0.0790, -0.1825], [-2.0404, 0.5905, -0.3539], [-1.0605, -1.6979, -0.0960], [1.2724, -1.1721, -0.0808], [1.1753, -0.0544, 1.2426]],
  "atomic_forces_ev_per_a": [[0.09, -0.07, 2.55], [-0.42, 5.42, 0.92], [0.71, -4.61, -0.42], [-2.14, 1.87, -1.91], [1.96, -0.61, 0.65], [-0.38, -2.66, 0.73], [-0.24, 1.05, 0.24], [0.44, -0.39, -2.75]],
  "de_lowest_ev": 3.867,
  "gap_ev": 7.7,
  "total_charge": -1,
  "smiles": "NN([O-])[N+]([O-])=S",
  "e_tot_ha": -713.945112,
  "max_force_ev_per_a": 5.52
}

***

# 3
{
  "formula": "C4H12NO2",
  "method": "wB97M-V/def2-TZVPD",
  "species": ["C", "C", "C", "N", "C", "O", "H", "H", "H", "H", "H", "H", "H", "H", "H", "H", "H", "H", "O"],
  "positions_angstrom": [[-1.0867, -1.1887, -0.3169], [-0.5845, -0.1912, 0.7618], [-1.4046, 1.1380, 0.9199], [0.8266, 0.1580, 0.4567], [1.2796, 1.1697, -0.6857], [0.7178, 2.3626, -0.5211], [-0.9630, -0.7378, -1.2854], [-2.2033, -1.2809, -0.2928], [-0.7409, -2.2007, 0.0271], [-0.6282, -0.5831, 1.8142], [-1.6637, 1.2703, 1.9810], [-2.3688, 1.2341, 0.3604], [-0.8458, 2.0395, 0.5934], [1.3833, 0.2142, 1.3007], [0.9725, 0.5356, -1.5276], [2.3824, 1.0469, -0.5458], [1.2926, -2.2554, -0.7798], [1.6836, -0.9165, -0.9157], [1.9512, -1.8144, -1.3444]],
  "atomic_forces_ev_per_a": [[-1.89, 0.01, 2.40], [0.48, 1.85, -0.04], [-1.06, 0.77, -0.22], [0.42, -1.57, 0.25], [-1.86, 0.37, 2.53], [1.21, -0.44, -1.11], [1.05, -0.59, -0.60], [0.54, 0.11, 0.42], [0.23, 0.79, -1.40], [0.28, -0.47, -1.16], [-0.05, -0.03, -0.13], [0.49, -0.61, 0.24], [0.10, -0.88, 0.14], [-0.14, 0.40, -0.16], [-0.04, 0.52, -0.98], [0.00, 0.34, -0.30], [0.40, -0.59, -0.48], [0.96, -1.29, -0.72], [-1.12, 1.33, 1.31]],
  "de_lowest_ev": 1.778,
  "gap_ev": 7.0,
  "total_charge": -1,
  "e_tot_ha": -364.790176,
  "max_force_ev_per_a": 3.16
}

***

# 4
{
  "formula": "C6H18N2O",
  "method": "wB97M-V/def2-TZVPD",
  "species": ["C", "C", "C", "N", "C", "C", "C", "N", "H", "H", "H", "H", "H", "H", "H", "H", "H", "H", "H", "H", "H", "H", "H", "H", "O", "H", "H"],
  "positions_angstrom": [[1.9955, 1.8300, 0.4392], [1.8213, 0.4106, -0.1491], [1.8774, 0.6162, -1.6525], [0.5735, -0.2251, 0.3340], [-0.6099, 0.1691, -0.4668], [-1.9408, -0.0542, 0.3204], [-3.0742, 0.2559, -0.6930], [-2.0421, 0.6872, 1.5738], [1.0334, 2.3439, 0.6474], [2.6599, 2.4964, -0.1303], [2.4074, 1.6763, 1.4565], [2.7030, -0.2151, 0.0972], [2.9058, 0.6406, -2.0407], [1.2419, 1.4678, -1.9530], [1.4350, -0.1487, -2.3022], [0.3875, 0.1190, 1.2741], [-0.5069, 1.2052, -0.8077], [-0.5808, -0.4098, -1.4066], [-1.9711, -1.1202, 0.5672], [-3.6965, -0.6113, -0.8158], [-3.5950, 1.0900, -0.1866], [-2.7934, 0.7339, -1.6379], [-1.8223, 1.6855, 1.4857], [-3.0117, 0.7098, 1.8750], [1.3904, -3.4323, 0.3223], [1.3705, -2.4684, 0.4165], [0.4747, -3.6581, 0.4749]],
  "atomic_forces_ev_per_a": [[0.15, -0.33, 1.73], [0.24, 0.70, -0.56], [-0.83, -0.62, -1.61], [-0.08, 0.17, -0.32], [0.44, -0.42, 0.82], [0.89, -0.02, -1.93], [-0.02, 1.44, 1.23], [0.29, 0.61, 0.16], [0.33, -0.31, -0.63], [-0.21, -0.36, 0.17], [0.09, 0.43, -0.37], [-0.59, 0.24, 0.29], [-0.27, 0.70, 0.39], [0.88, 0.19, 0.12], [0.03, -0.60, 0.60], [0.16, -0.20, 0.03], [-0.43, 0.31, 0.27], [-0.47, -0.03, 0.53], [-0.02, 0.12, 0.10], [-0.51, -0.09, -0.34], [-0.57, -0.60, -0.37], [0.36, -0.64, -0.02], [0.19, -0.45, -0.37], [0.07, -0.38, 0.11], [0.21, 0.29, 0.01], [-0.01, 0.12, -0.08], [-0.32, -0.26, 0.04]],
  "de_lowest_ev": 0.732,
  "gap_ev": 10.0,
  "smiles": "CC(C)NC[C@H](C)N.O",
  "e_tot_ha": -424.122949,
  "max_force_ev_per_a": 2.12
}